{
  "formula": "CH8N4",
  "method": "the ωB97M-V functional and the def2-TZVPD basis",
  "smiles": "[H]/N=N/NC.N",
  "gap_ha": 0.3565,
  "de_lowest_ev": 2.538,
  "total_energy_ev": -7125.13397,
  "species": ["H", "N", "N", "N", "C", "H", "H", "H", "H", "N", "H", "H", "H"],
  "coordinates": [[-2.359, -2.622, 0.556], [-1.987, -1.920, -0.088], [-0.894, -1.486, 0.393], [-0.143, -0.818, -0.466], [1.254, -0.653, -0.165], [-0.542, -0.573, -1.374], [1.885, -1.008, -0.983], [1.471, -1.211, 0.743], [1.431, 0.406, 0.042], [0.080, 2.240, 0.358], [0.097, 2.600, -0.654], [0.605, 2.808, 1.012], [-0.898, 2.238, 0.627]],
  "forces_ev_per_a": [[0.0, 0.7, 0.5], [1.1, 0.5, -0.1], [-0.6, -1.7, -1.0], [-0.7, 0.1, 0.1], [0.0, 0.8, 0.3], [0.1, -0.3, 0.3], [-0.1, -0.1, 0.0], [0.0, -0.1, -0.1], [0.3, -0.2, -0.1], [-0.4, 0.4, -2.0], [0.3, -0.4, 2.4], [-0.1, 0.3, -0.5], [0.1, 0.0, 0.1]],
  "mulliken_charge": [0.246, -0.669, -0.134, 0.129, -0.648, 0.321, 0.290, 0.285, 0.208, -0.700, 0.236, 0.212, 0.225]
}

***

{
  "formula": "C4H7NO",
  "method": "the ωB97M-V functional and the def2-TZVPD basis",
  "smiles": "C[C@H]1CC=NO1",
  "gap_ha": 0.3896,
  "de_lowest_ev": 2.822,
  "total_energy_ev": -7796.82222,
  "species": ["C", "C", "C", "C", "N", "O", "H", "H", "H", "H", "H", "H", "H"],
  "coordinates": [[-0.089, 1.542, 0.102], [-0.180, 0.273, -0.684], [0.777, -0.887, -0.284], [-0.190, -1.431, 0.834], [-1.413, -1.114, 0.703], [-1.518, -0.301, -0.488], [0.969, 1.891, 0.013], [-0.651, 2.350, -0.383], [-0.505, 1.468, 1.150], [-0.010, 0.443, -1.784], [0.924, -1.617, -1.127], [1.774, -0.636, 0.152], [0.114, -1.981, 1.795]],
  "forces_ev_per_a": [[0.5, 1.1, 0.4], [0.2, -1.1, -1.5], [-1.1, -0.3, 1.4], [1.1, -0.7, 0.8], [0.6, 0.4, -0.9], [0.9, -0.3, 0.5], [-0.6, -0.2, 0.7], [-0.1, -0.4, 0.0], [0.9, -0.1, -1.1], [-0.6, 0.1, 1.0], [-0.3, 0.6, 0.9], [-0.9, 0.1, -0.5], [-0.5, 0.7, -1.8]],
  "mulliken_charge": [-1.189, 0.281, -0.471, -0.080, -0.366, -0.273, 0.311, 0.325, 0.289, 0.303, 0.266, 0.284, 0.318]
}

***

{
  "formula": "C51H69BrN5O2Rb",
  "method": "the ωB97M-V functional and the def2-TZVPD basis",
  "gap_ha": 0.1898,
  "de_lowest_ev": 0.060,
  "charge": -2,
  "total_energy_ev": -136253.54405,
  "species": ["Rb", "C", "N", "C", "C", "C", "N", "C", "C", "C", "C", "C", "C", "C", "O", "C", "C", "C", "C", "C", "C", "C", "C", "C", "C", "C", "C", "C", "C", "C", "O", "C", "C", "C", "C", "C", "C", "C", "C", "H", "H", "H", "H", "H", "H", "H", "H", "H", "H", "H", "H", "H", "H", "H", "H", "H", "H", "H", "H", "H", "H", "H", "H", "H", "H", "H", "H", "H", "H", "H", "H", "H", "H", "H", "H", "H", "H", "H", "H", "H", "H", "H", "H", "H", "H", "H", "H", "H", "H", "H", "H", "H", "H", "C", "N", "C", "C", "C", "C", "C", "N", "C", "C", "C", "C", "C", "C", "H", "H", "H", "H", "H", "H", "H", "H", "H", "H", "H", "Br", "C", "C", "C", "N", "C", "C", "H", "H", "H", "H"],
  "coordinates": [[-0.638, 0.066, -0.059], [3.150, -0.638, -1.280], [2.413, 0.367, -0.555], [2.070, 1.485, -1.413], [3.127, 0.759, 0.642], [2.439, 1.837, 1.466], [1.094, 1.525, 1.901], [0.438, 2.733, 2.401], [-1.060, 2.819, 2.261], [-1.817, 3.112, 3.374], [-3.186, 3.347, 3.313], [-3.766, 3.284, 2.047], [-3.057, 3.017, 0.883], [-1.641, 2.792, 0.952], [-0.918, 2.582, -0.087], [-3.758, 3.012, -0.481], [-3.120, 4.070, -1.389], [-5.257, 3.326, -0.384], [-3.641, 1.636, -1.148], [-3.955, 3.767, 4.563], [-3.711, 5.263, 4.821], [-5.466, 3.545, 4.431], [-3.469, 2.981, 5.783], [1.118, 0.370, 2.820], [0.004, 0.213, 3.818], [0.242, 0.543, 5.139], [-0.686, 0.307, 6.146], [-1.893, -0.261, 5.741], [-2.205, -0.602, 4.437], [-1.214, -0.425, 3.412], [-1.358, -0.818, 2.210], [-3.603, -1.164, 4.176], [-4.657, -0.261, 4.840], [-3.991, -1.243, 2.699], [-3.696, -2.575, 4.771], [-0.408, 0.548, 7.624], [-1.492, 1.437, 8.248], [-0.387, -0.797, 8.366], [0.940, 1.232, 7.847], [4.097, -0.238, -1.696], [2.536, -1.022, -2.091], [3.391, -1.468, -0.615], [2.959, 2.088, -1.684], [1.330, 2.126, -0.933], [1.631, 1.095, -2.331], [4.141, 1.148, 0.385], [3.281, -0.140, 1.246], [2.395, 2.753, 0.873], [3.105, 2.051, 2.336], [0.856, 3.559, 1.813], [0.708, 2.920, 3.457], [-1.304, 3.129, 4.330], [-4.827, 3.452, 1.965], [-3.277, 5.066, -0.968], [-3.580, 4.042, -2.381], [-2.051, 3.890, -1.479], [-5.440, 4.312, 0.042], [-5.788, 2.589, 0.218], [-5.689, 3.311, -1.388], [-2.601, 1.381, -1.328], [-4.161, 1.622, -2.110], [-4.088, 0.874, -0.507], [-4.065, 5.858, 3.979], [-2.646, 5.458, 4.940], [-4.227, 5.595, 5.726], [-5.899, 4.156, 3.642], [-5.961, 3.813, 5.367], [-5.692, 2.502, 4.213], [-2.422, 3.188, 5.994], [-3.555, 1.907, 5.626], [-4.047, 3.258, 6.668], [2.063, 0.400, 3.398], [1.138, -0.533, 2.198], [1.208, 0.978, 5.376], [-2.644, -0.451, 6.503], [-4.620, 0.735, 4.399], [-4.513, -0.161, 5.916], [-5.656, -0.672, 4.674], [-3.921, -0.265, 2.222], [-5.026, -1.596, 2.637], [-3.352, -1.918, 2.147], [-3.513, -2.567, 5.847], [-2.956, -3.227, 4.308], [-4.687, -3.000, 4.593], [-2.487, 1.030, 8.081], [-1.469, 2.434, 7.810], [-1.338, 1.530, 9.326], [-1.345, -1.306, 8.272], [-0.178, -0.654, 9.429], [0.376, -1.450, 7.944], [0.988, 2.189, 7.328], [1.766, 0.616, 7.493], [1.089, 1.415, 8.914], [-3.597, -2.245, -1.068], [-2.307, -1.992, -1.665], [-2.263, -1.954, -2.939], [-1.090, -1.757, -3.744], [-1.088, -1.750, -5.144], [0.240, -1.545, -5.521], [0.949, -1.441, -4.318], [0.164, -1.572, -3.239], [-3.595, -3.548, -0.305], [-2.656, -3.753, 0.703], [-2.635, -4.936, 1.416], [-3.559, -5.938, 1.140], [-4.506, -5.737, 0.151], [-4.522, -4.547, -0.565], [-4.403, -2.260, -1.825], [-3.831, -1.444, -0.357], [-3.197, -2.070, -3.519], [-1.951, -1.873, -5.785], [0.643, -1.473, -6.521], [2.013, -1.275, -4.213], [-1.969, -2.956, 0.946], [-1.901, -5.074, 2.200], [-3.541, -6.865, 1.697], [-5.234, -6.509, -0.071], [-5.259, -4.395, -1.344], [1.517, -7.204, 0.514], [1.448, -5.302, 0.522], [0.738, -4.637, -0.458], [0.704, -3.247, -0.393], [1.314, -2.555, 0.564], [2.001, -3.218, 1.484], [2.105, -4.601, 1.517], [0.213, -5.161, -1.241], [0.186, -2.681, -1.157], [2.477, -2.621, 2.252], [2.664, -5.105, 2.292]],
  "forces_ev_per_a": [[0.4, -0.9, -0.8], [0.1, -0.1, 0.0], [0.0, 0.1, 0.1], [0.0, 0.0, 0.0], [0.1, 0.0, 0.0], [0.0, 0.0, 0.0], [0.0, 0.0, 0.1], [0.0, 0.1, 0.0], [0.1, 0.1, -0.1], [0.0, -0.2, 0.1], [-0.1, 0.0, 0.0], [0.1, -0.1, 0.1], [-0.1, 0.0, 0.0], [0.0, 0.2, 0.1], [0.0, 0.8, -0.1], [0.0, 0.0, 0.0], [0.0, 0.0, 0.0], [0.1, 0.0, 0.0], [0.1, 0.0, 0.1], [0.0, 0.0, 0.0], [0.0, -0.1, 0.0], [0.1, 0.0, 0.0], [0.0, 0.0, 0.0], [0.1, -0.1, 0.0], [0.0, 0.0, 0.0], [0.0, 0.0, 0.1], [0.0, 0.0, 0.0], [0.1, 0.0, 0.1], [0.0, 0.2, 0.0], [0.1, 0.0, 0.1], [-0.1, -0.3, 0.3], [-0.1, 0.0, 0.0], [0.0, -0.1, -0.1], [-0.1, 0.0, 0.0], [0.0, 0.0, 0.0], [0.0, 0.0, 0.0], [0.1, 0.0, 0.0], [0.0, 0.0, 0.0], [0.0, 0.0, 0.1], [0.0, 0.0, 0.0], [0.0, 0.0, -0.1], [0.0, 0.0, 0.0], [0.0, 0.0, 0.0], [0.0, 0.1, 0.0], [0.0, 0.0, -0.1], [-0.1, 0.0, 0.0], [0.0, 0.0, 0.0], [0.0, 0.0, 0.0], [-0.1, 0.0, -0.1], [0.0, 0.0, 0.0], [0.0, 0.0, -0.1], [0.0, 0.0, 0.0], [-0.2, 0.0, 0.0], [0.0, 0.1, 0.0], [0.0, 0.0, -0.1], [0.0, 0.0, 0.0], [0.0, 0.1, 0.0], [0.0, -0.1, 0.1], [0.0, 0.0, -0.1], [0.0, 0.1, -0.1], [0.0, 0.0, 0.0], [0.0, -0.1, 0.0], [0.0, 0.0, -0.1], [0.1, 0.0, 0.0], [-0.1, 0.0, 0.1], [0.0, 0.1, -0.1], [0.0, 0.0, 0.0], [0.0, 0.0, 0.0], [0.0, 0.0, 0.0], [0.1, 0.2, 0.1], [-0.1, 0.0, 0.1], [0.0, 0.0, 0.0], [0.1, 0.0, 0.0], [0.0, 0.0, 0.0], [0.0, 0.0, 0.0], [0.0, -0.1, -0.1], [0.0, 0.0, 0.0], [-0.1, 0.0, 0.0], [0.0, 0.1, 0.0], [-0.1, 0.0, 0.0], [0.0, 0.0, 0.1], [0.0, 0.0, 0.1], [0.0, 0.0, 0.0], [-0.1, -0.1, 0.0], [-0.1, 0.0, 0.0], [0.0, 0.0, 0.0], [0.0, 0.0, 0.1], [-0.1, 0.0, 0.0], [0.0, 0.0, 0.1], [0.1, 0.0, 0.0], [0.0, 0.1, 0.0], [0.1, -0.1, 0.0], [0.0, 0.0, 0.1], [-0.2, 0.0, 0.0], [0.1, 0.0, 0.1], [0.0, 0.1, -0.1], [-0.2, -0.1, 0.1], [-0.1, 0.0, -0.2], [0.0, 0.0, -0.1], [0.2, 0.0, 0.0], [0.1, 0.1, 0.1], [-0.1, 0.0, 0.0], [0.0, 0.0, -0.1], [0.0, 0.0, 0.0], [0.0, 0.0, 0.1], [0.0, -0.1, 0.0], [0.0, 0.0, -0.1], [0.1, 0.0, 0.1], [0.0, 0.0, 0.0], [0.1, 0.0, 0.0], [0.0, 0.0, 0.0], [0.0, 0.0, 0.0], [0.1, 0.0, 0.0], [0.2, 0.1, 0.1], [0.0, 0.0, 0.0], [0.0, 0.0, 0.0], [0.0, 0.0, 0.0], [0.0, 0.0, 0.0], [0.0, 0.0, 0.0], [-0.1, 0.0, -0.1], [0.1, 0.0, 0.2], [0.1, -0.1, 0.0], [0.0, 0.2, 0.0], [-0.2, -0.1, 0.0], [0.0, 0.0, 0.0], [0.0, 0.0, -0.1], [-0.1, 0.0, -0.1], [0.0, 0.0, 0.1], [0.0, 0.0, 0.0]],
  "mulliken_charge": [0.203, -1.090, 1.503, -1.112, -1.244, -1.417, 1.802, -2.327, 1.224, -0.795, 0.109, -0.226, 0.088, -0.156, -0.948, 2.644, -1.943, -2.490, -1.341, 2.836, -2.092, -2.122, -1.821, -0.087, 0.523, -0.428, -0.075, -0.883, 0.575, -1.110, 0.903, 2.801, -1.916, -1.752, -2.044, 2.047, -1.638, -1.707, -2.216, 0.325, 0.002, 0.312, 0.236, 0.237, 0.236, 0.480, 0.284, 0.660, 0.300, 0.948, -0.027, -0.062, 0.309, 0.385, 0.462, 0.345, 0.414, 0.386, 0.439, -0.168, 0.575, 0.228, 0.369, 0.310, 0.496, 0.425, 0.435, 0.333, 0.180, 0.308, 0.572, 0.533, -1.120, 0.282, 0.346, -0.034, 0.334, 0.575, 0.194, 0.723, -0.365, 0.346, 0.228, 0.504, 0.253, 0.267, 0.567, 0.295, 0.471, 0.333, 0.374, 0.367, 0.444, -0.397, 0.528, -0.176, -0.181, -0.808, -0.964, -0.434, 0.176, 0.470, -0.014, -0.801, -0.846, -0.578, -0.622, 0.483, -0.473, 0.053, 0.426, 0.410, 0.370, 0.788, 0.591, 0.383, 0.364, 0.373, -0.219, 0.023, -0.735, -0.733, 0.416, -0.301, -0.819, 0.548, 0.986, 0.352, 0.431]
}

***

{
  "formula": "C10H18Cl3F2KLiO11S2V",
  "method": "the ωB97M-V functional and the def2-TZVPD basis",
  "gap_ha": 0.0677,
  "charge": -2,
  "total_energy_ev": -140055.58437,
  "species": ["C", "C", "C", "C", "C", "S", "H", "H", "H", "H", "H", "H", "H", "H", "H", "C", "C", "O", "C", "H", "H", "H", "H", "H", "H", "F", "K", "C", "Cl", "Cl", "Cl", "H", "F", "C", "O", "O", "O", "H", "Li", "O", "H", "O", "V", "O", "O", "S", "O", "O", "O"],
  "coordinates": [[-2.654, 3.098, -0.247], [-2.842, 1.684, -0.313], [-2.788, 0.019, -0.457], [-1.244, -0.477, -0.158], [-0.652, -1.463, -1.370], [0.926, -2.237, -0.622], [-2.119, 4.164, -0.289], [-3.101, -0.280, -1.547], [-3.519, -0.414, 0.378], [-1.122, -1.078, 0.853], [-0.569, 0.507, -0.188], [-1.460, -2.273, -1.615], [-0.429, -0.848, -2.343], [1.709, -1.090, -0.275], [0.464, -2.712, 0.647], [2.501, -0.492, -5.860], [2.684, -0.268, -4.383], [2.487, 0.835, -3.876], [3.116, -1.445, -3.551], [2.187, 0.444, -6.333], [3.445, -0.811, -6.307], [1.727, -1.245, -6.028], [4.089, -1.806, -3.895], [2.370, -2.240, -3.616], [3.208, -1.135, -2.504], [3.921, -2.877, -1.740], [0.634, 1.512, 0.948], [4.853, 3.244, -1.157], [4.240, 2.104, 0.053], [4.729, 4.909, -0.562], [6.529, 2.858, -1.582], [4.239, 3.154, -2.057], [-1.482, 4.436, 1.660], [-5.055, -0.091, 2.936], [-5.612, 1.032, 2.889], [-5.931, -1.039, 3.236], [-3.866, -0.434, 2.753], [-6.657, -0.384, 3.286], [-7.285, -2.917, 2.712], [-4.944, -1.846, 0.054], [-4.442, -2.317, -0.587], [0.845, -2.058, 5.243], [0.375, -2.829, 3.736], [-0.095, -3.599, 2.229], [0.579, 3.016, 5.950], [1.319, 1.741, 5.970], [0.787, 0.881, 7.043], [2.748, 2.005, 6.215], [1.160, 1.060, 4.672]],
  "forces_ev_per_a": [[0.1, -9.8, -1.0], [2.4, 8.3, -0.2], [0.0, 1.9, 1.0], [0.2, 0.4, -1.1], [-1.5, 1.5, 1.1], [0.3, 0.5, -1.0], [-1.6, -2.7, 0.8], [0.4, 0.6, 2.2], [1.1, 0.4, -1.9], [-0.5, 1.4, -1.9], [-2.4, -3.2, -0.7], [1.9, 1.1, 0.7], [0.0, -1.3, 2.0], [-1.2, -1.5, -0.4], [-0.2, 0.1, 0.4], [-0.2, 0.7, -0.3], [0.0, 0.5, 0.9], [0.1, -0.7, -0.6], [-0.4, 1.2, -0.1], [0.0, -0.2, 0.1], [-0.1, -0.2, 0.0], [0.2, -0.1, 0.0], [-0.2, -0.2, 0.2], [0.3, -0.1, -0.1], [0.2, -0.3, -0.4], [-0.1, -0.3, 0.7], [0.4, 1.8, 1.6], [-0.1, 0.1, -0.2], [0.1, 0.0, -0.1], [0.0, -0.2, -0.1], [-0.2, 0.0, 0.0], [0.2, 0.0, 0.3], [0.5, -0.1, -0.5], [5.0, 2.8, -1.7], [0.0, 0.1, 0.1], [-4.0, -3.7, 1.0], [-1.3, 0.2, 0.4], [-0.5, -0.2, 0.3], [1.6, 1.2, -0.4], [-1.3, 0.3, 1.1], [0.7, -0.8, -0.9], [-0.9, -2.0, -3.2], [0.4, 1.6, 2.2], [0.9, 1.1, 0.1], [0.3, -0.4, -0.4], [0.3, 0.3, 0.8], [0.3, 0.0, -0.5], [-0.5, 0.0, 0.1], [-0.5, 0.0, -0.3]],
  "mulliken_charge": [-0.498, -0.307, 0.203, -0.315, -0.487, 0.043, 0.358, 0.375, -0.103, 0.537, -0.183, 0.402, 0.347, 0.199, 0.312, -1.139, 0.917, -0.609, -0.891, 0.313, 0.310, 0.298, 0.428, 0.267, 0.063, -0.885, 0.934, 0.131, -0.101, -0.119, -0.131, 0.210, -0.792, 0.693, -0.789, -0.434, -0.662, 0.281, 0.879, -0.953, 0.142, -0.864, 1.372, -1.149, -0.481, 1.242, -0.464, -0.547, -0.353]
}